No. 1
This record from the OMol25 dataset describes 2 unconnected molecules or ions with the total composition C2H3OPS2 at a distorted geometry. The level of theory is ωB97M-V/def2-TZVPD.

Output
Structure (SMILES)   O=P(=S)S.C#C
Charge   0
HOMO level   -10.14 eV

Atoms and positions in Å:
C -1.476 0.632 0.309
C -1.679 1.194 -0.701
O 0.527 -1.862 -0.152
P 1.340 -0.931 0.619
S 2.088 -1.134 2.390
S 1.718 0.604 -0.632
H -1.345 -0.072 1.178
H -1.801 1.311 -1.708
H 0.628 0.257 -1.303

Forces on atoms 1 to 3 (eV/Å):
0.366 -2.764 4.024
-0.208 0.229 -0.804
-0.608 -0.626 0.172

---

No. 2
This record from the OMol25 dataset describes a molecular structure, C32H38Br65NOPS at a distorted geometry. The level of theory is ωB97M-V/def2-TZVPD.

Output
Charge   +1
HOMO level   -10.76 eV

Atoms and positions in Å:
C -1.693 0.235 -2.426
C -0.543 0.879 -3.190
S -0.444 0.425 -4.944
C 0.984 -0.713 -5.080
C 1.185 -1.516 -3.809
C 2.315 -1.354 -2.961
C 3.369 -0.363 -3.369
Br 4.456 -1.098 -4.814
C 4.234 0.214 -2.247
C 5.269 -0.735 -1.597
C 2.372 -2.104 -1.794
C 1.388 -3.018 -1.491
N 0.363 -3.181 -2.322
C 0.224 -2.451 -3.449
P -1.301 -2.775 -4.507
O -0.837 -4.066 -5.424
Br -2.807 -3.539 -3.031
H -2.668 0.592 -2.748
H -1.690 -0.853 -2.471
H -1.595 0.514 -1.372
H -0.651 1.961 -3.130
H 0.393 0.659 -2.672
H 0.706 -1.416 -5.866
H 1.872 -0.159 -5.354
H 2.840 0.477 -3.816
H 4.821 1.006 -2.720
H 3.626 0.707 -1.483
H 4.946 -1.035 -0.600
H 6.203 -0.193 -1.454
H 5.474 -1.622 -2.194
H 3.185 -1.985 -1.080
H 1.470 -3.610 -0.590
H -0.344 -3.876 -2.091
H 0.088 -3.950 -5.687
C 3.613 -1.395 2.617
Br 2.390 -0.933 4.007
Br 4.699 -2.927 3.009
Br 2.626 -1.599 0.964
H 4.285 -0.558 2.486
C 6.301 -5.405 -2.039
Br 7.320 -5.784 -3.620
Br 7.417 -4.878 -0.566
Br 4.928 -4.083 -2.381
H 5.797 -6.317 -1.752
C 7.410 -3.771 -7.430
Br 7.726 -1.891 -7.166
Br 8.924 -4.834 -6.906
Br 5.799 -4.340 -6.542
H 7.262 -3.926 -8.489
C -1.620 -2.762 -8.600
Br -0.800 -1.041 -8.299
Br -3.305 -2.871 -7.691
Br -1.749 -3.223 -10.457
H -0.969 -3.488 -8.136
C -6.785 -3.198 -4.510
Br -5.944 -1.469 -4.414
Br -8.386 -3.270 -3.445
Br -7.107 -3.729 -6.331
H -6.092 -3.913 -4.090
C -1.341 1.638 3.606
Br -0.869 0.847 5.299
Br -0.356 0.862 2.147
Br -3.225 1.549 3.274
H -1.071 2.683 3.659
C 2.726 3.670 -2.142
Br 3.556 5.377 -1.856
Br 1.021 3.549 -1.253
Br 2.595 3.250 -4.023
H 3.367 2.926 -1.694
C -7.257 1.049 1.986
Br -5.917 -0.208 1.416
Br -8.949 0.183 2.232
Br -6.712 2.047 3.543
H -7.378 1.759 1.185
C -6.290 1.492 -2.393
Br -4.642 1.849 -3.323
Br -6.233 -0.214 -1.484
Br -6.758 2.950 -1.229
H -7.067 1.428 -3.141
C -3.794 5.632 4.340
Br -4.231 4.204 5.557
Br -2.504 5.083 3.009
Br -5.362 6.386 3.527
H -3.328 6.413 4.923
C 4.496 0.234 7.745
Br 5.097 -1.367 6.860
Br 5.704 1.699 7.451
Br 2.694 0.697 7.247
H 4.488 0.026 8.805
C 2.822 2.634 -8.614
Br 3.161 4.477 -8.186
Br 4.293 1.496 -8.118
Br 1.165 2.020 -7.845
H 2.715 2.570 -9.687
C -3.289 -2.503 5.490
Br -1.385 -2.771 5.358
Br -3.759 -1.396 6.990
Br -4.022 -1.814 3.847
H -3.735 -3.473 5.659
C 9.458 0.374 1.084
Br 7.785 -0.330 1.730
Br 10.677 -1.033 0.612
Br 9.187 1.605 -0.371
H 9.904 0.930 1.896
C -7.280 -3.760 4.675
Br -8.685 -3.275 5.894
Br -6.265 -5.269 5.319
Br -7.941 -4.065 2.895
H -6.603 -2.919 4.619
C 5.866 5.093 4.843
Br 5.891 3.450 3.838
Br 7.326 5.183 6.091
Br 5.817 6.629 3.688
H 4.952 5.097 5.420
C 3.445 -1.523 12.073
Br 4.754 -0.221 11.515
Br 2.350 -0.858 13.504
Br 2.385 -2.148 10.592
H 3.990 -2.373 12.455
C -4.962 -9.503 5.146
Br -3.650 -8.167 4.689
Br -6.202 -8.852 6.462
Br -5.866 -10.175 3.588
H -4.430 -10.332 5.589
C -1.087 8.069 0.823
Br 0.301 7.555 -0.410
Br -0.357 8.725 2.480
Br -2.312 9.326 0.044
H -1.650 7.178 1.060
C -1.192 12.233 3.902
Br -2.702 11.267 4.604
Br -1.590 13.025 2.196
Br -0.533 13.532 5.158
H -0.401 11.515 3.740
C -10.243 -1.121 -2.035
Br -10.179 -0.558 -0.187
Br -11.517 -2.539 -2.322
Br -10.548 0.367 -3.220
H -9.266 -1.518 -2.276

Forces on atoms 1 to 3 (eV/Å):
0.162 0.085 0.300
-0.009 -0.070 0.413
-0.088 0.194 -0.139